No. 1
{"formula": "C6H11NO2", "method": "ωB97M-V/def2-TZVPD", "species": ["C", "C", "C", "C", "C", "C", "O", "N", "H", "H", "H", "H", "H", "H", "H", "H", "H", "H", "O", "H"], "positions_angstrom": [[2.024, 0.961, 0.909], [0.869, 1.557, 0.149], [0.023, 0.761, -0.777], [0.156, -0.740, -1.010], [-0.450, -1.624, 0.080], [-1.845, -1.267, 0.541], [-2.303, -1.610, 1.606], [-0.489, 1.187, 0.528], [2.022, 1.316, 1.950], [1.985, -0.135, 0.927], [2.976, 1.265, 0.450], [1.016, 2.601, -0.142], [-0.363, 1.313, -1.639], [-0.297, -0.984, -1.984], [1.220, -1.003, -1.101], [-0.500, -2.663, -0.284], [0.172, -1.634, 0.982], [-1.279, 1.859, 0.384], [-2.688, -0.648, -0.361], [-2.247, -0.510, -1.208]], "e_homo_ev": -9.836, "homo_lumo_gap_ev": 10.45, "charge": 0}

No. 2
{"formula": "C6H11NO2", "method": "ωB97M-V/def2-TZVPD", "species": ["C", "C", "C", "C", "N", "O", "O", "C", "C", "H", "H", "H", "H", "H", "H", "H", "H", "H", "H", "H"], "positions_angstrom": [[-0.584, 1.100, -0.160], [0.819, -0.888, 0.674], [0.098, 0.425, 1.023], [-2.705, 0.529, -1.291], [1.062, -1.636, 1.910], [-1.429, 0.078, -0.874], [0.238, 1.447, -1.200], [2.044, -0.636, -0.085], [3.087, -0.489, -0.658], [0.177, 0.488, -1.649], [-1.205, 1.957, 0.142], [0.139, -1.492, 0.063], [1.474, -2.538, 1.695], [1.719, -1.131, 2.497], [0.812, 1.136, 1.448], [-0.665, 0.184, 1.764], [-2.605, 1.357, -2.000], [-3.298, 0.878, -0.441], [-3.216, -0.313, -1.752], [4.041, -0.456, -1.106]], "e_homo_ev": -9.557, "homo_lumo_gap_ev": 10.53, "charge": 0}

No. 3
{"formula": "C6H11NO2", "method": "ωB97M-V/def2-TZVPD", "species": ["C", "C", "C", "C", "C", "O", "C", "N", "H", "H", "H", "H", "H", "H", "H", "H", "H", "O", "H", "H"], "positions_angstrom": [[-0.264, -1.503, -0.334], [-0.085, -0.012, -0.023], [0.128, 0.186, 1.488], [1.103, 0.589, -0.812], [2.438, -0.011, -0.476], [3.385, 0.635, -0.086], [-1.320, 0.819, -0.418], [-2.517, 0.491, 0.094], [-1.158, -1.909, 0.161], [-0.331, -1.690, -1.415], [0.590, -2.078, 0.047], [0.988, -0.405, 1.832], [0.316, 1.242, 1.724], [-0.755, -0.145, 2.052], [0.945, 0.411, -1.891], [1.164, 1.672, -0.651], [2.549, -1.107, -0.628], [-1.203, 1.922, -0.963], [-2.906, -0.412, -0.143], [-3.067, 1.305, 0.441]], "e_homo_ev": -9.736, "homo_lumo_gap_ev": 10.30, "charge": 0}

No. 4
{"formula": "C6H11NO2", "method": "ωB97M-V/def2-TZVPD", "species": ["C", "C", "C", "C", "C", "C", "H", "H", "H", "H", "H", "H", "H", "H", "H", "H", "H", "N", "O", "O"], "positions_angstrom": [[-1.962, -0.850, -1.615], [-0.651, 0.358, 0.134], [0.870, -0.190, -0.006], [1.702, 0.471, -0.939], [1.102, 0.004, 1.496], [-0.405, 0.375, 1.610], [-2.469, -1.825, -1.901], [-2.596, 0.201, -1.769], [-0.862, -0.714, -2.112], [-2.678, -0.652, 0.302], [-0.771, 1.388, -0.398], [0.777, -1.204, -0.187], [1.215, 0.151, -1.963], [2.743, -0.113, -1.116], [2.061, 1.508, -0.785], [1.462, -0.952, 2.103], [1.616, 1.420, 2.842], [-1.706, -0.847, -0.131], [1.829, 1.129, 1.958], [-1.278, 0.341, 2.476]], "e_homo_ev": -9.325, "homo_lumo_gap_ev": 9.85, "charge": 0}

No. 5
{"formula": "C6H11NO2", "method": "ωB97M-V/def2-TZVPD", "species": ["C", "C", "C", "N", "C", "C", "C", "O", "O", "H", "H", "H", "H", "H", "H", "H", "H", "H", "H", "H"], "positions_angstrom": [[1.030, -1.552, -1.159], [0.509, 0.122, 1.765], [-1.433, -0.763, 0.399], [1.201, 0.925, -1.216], [-0.490, 1.672, 0.023], [0.793, -0.153, -0.683], [-0.197, 0.128, 0.410], [-1.416, 1.755, -0.960], [-0.220, 2.609, 0.729], [-1.732, 2.669, -1.010], [1.911, 0.853, -1.943], [1.860, -1.574, -1.865], [0.135, -1.923, -1.660], [1.239, -2.216, -0.321], [0.913, -0.868, 1.977], [1.322, 0.843, 1.773], [-0.194, 0.402, 2.546], [-2.162, -0.370, 1.105], [-1.895, -0.776, -0.586], [-1.175, -1.785, 0.674]], "e_homo_ev": -9.733, "homo_lumo_gap_ev": 10.49, "charge": 0}

No. 6
{"formula": "C6H11NO2", "method": "ωB97M-V/def2-TZVPD", "species": ["C", "C", "C", "C", "C", "C", "N", "O", "O", "H", "H", "H", "H", "H", "H", "H", "H", "H", "H", "H"], "positions_angstrom": [[-0.222, -2.003, -1.756], [-0.941, 0.808, 1.927], [1.501, 0.778, 1.216], [-0.268, 0.454, -0.522], [-0.470, -1.206, -0.505], [0.072, 0.665, 0.853], [0.347, 1.208, -1.536], [-1.513, -0.180, -0.716], [-0.263, -1.718, 0.646], [0.005, 2.165, -1.557], [0.217, 0.793, -2.451], [0.828, -2.296, -1.804], [-0.498, -1.462, -2.662], [-0.837, -2.905, -1.705], [-0.935, 1.865, 2.233], [-1.934, 0.519, 1.593], [-0.670, 0.220, 2.805], [2.129, 1.039, 0.364], [1.785, -0.231, 1.550], [1.669, 1.488, 2.027]], "e_homo_ev": [-7.932, -7.930], "homo_lumo_gap_ev": [7.51, 7.51], "charge": 0}

No. 7
{"formula": "C6H11NO2", "method": "ωB97M-V/def2-TZVPD", "species": ["C", "C", "C", "C", "C", "C", "O", "O", "N", "H", "H", "H", "H", "H", "H", "H", "H", "H", "H", "H"], "positions_angstrom": [[-1.170, 1.439, 0.619], [1.858, 1.715, -0.261], [-0.433, -2.189, 0.712], [1.366, 0.321, -0.256], [-0.591, -1.102, -0.308], [0.563, -0.646, -1.076], [-0.331, 0.359, 0.931], [-1.728, -1.109, -1.026], [1.902, -0.826, -0.422], [-2.441, -1.526, -0.521], [0.430, -0.491, -2.142], [-0.921, 2.318, 1.225], [-1.107, 1.722, -0.444], [-2.218, 1.178, 0.812], [1.999, 2.023, 0.778], [2.822, 1.762, -0.768], [1.160, 2.406, -0.728], [-0.417, -3.149, 0.188], [0.500, -2.063, 1.251], [-1.244, -2.142, 1.437]], "e_homo_ev": -8.555, "homo_lumo_gap_ev": 9.19, "charge": 0}

No. 8
{"formula": "C6H11NO3", "method": "ωB97M-V/def2-TZVPD", "species": ["C", "C", "N", "O", "O", "H", "H", "H", "H", "H", "C", "C", "C", "C", "O", "H", "H", "H", "H", "H", "H"], "positions_angstrom": [[-0.016, -2.111, 0.721], [0.315, -0.937, -2.434], [1.392, -0.465, -2.160], [-0.503, -0.974, 0.037], [-0.751, -1.229, -2.768], [2.282, -0.616, -2.587], [1.544, 0.314, -0.343], [-0.596, -2.308, 1.628], [-0.132, -2.951, 0.039], [1.039, -1.984, 0.983], [-0.608, 0.472, 2.048], [-0.125, 0.315, 0.604], [-0.830, 1.314, -0.286], [-0.253, 2.396, -0.774], [1.257, 0.444, 0.590], [-1.856, 1.056, -0.506], [-0.028, -0.171, 2.704], [-1.662, 0.216, 2.112], [-0.464, 1.503, 2.356], [0.774, 2.639, -0.542], [-0.780, 3.076, -1.422]], "e_homo_ev": -9.883, "homo_lumo_gap_ev": 10.60, "charge": 0}

No. 9
{"formula": "C6H11NO3S", "method": "ωB97M-V/def2-TZVPD", "species": ["C", "C", "C", "C", "C", "C", "N", "O", "O", "O", "S", "H", "H", "H", "H", "H", "H", "H", "H", "H", "H", "H"], "positions_angstrom": [[-1.615, 0.278, 0.222], [-0.337, -0.313, 1.003], [1.005, 0.020, 0.321], [-3.891, 0.435, 0.008], [1.470, -1.972, -1.111], [2.839, 1.416, 0.479], [-1.318, 0.903, -0.840], [-2.774, -0.081, 0.711], [1.825, -1.126, -0.052], [1.684, 0.908, 1.027], [0.271, 0.971, -1.322], [-0.308, -1.340, 1.124], [-0.203, 0.024, 2.048], [-4.117, 0.011, -1.020], [-3.839, 1.489, 0.037], [-4.710, 0.017, 0.624], [0.986, -1.432, -1.815], [1.110, -2.895, -0.762], [2.464, -2.143, -1.595], [3.176, 2.201, 1.138], [2.566, 1.837, -0.546], [3.714, 0.792, 0.324]], "e_homo_ev": -8.102, "homo_lumo_gap_ev": 8.93, "charge": 0}

No. 10
{"formula": "C6H11NO4", "method": "ωB97M-V/def2-TZVPD", "species": ["C", "C", "C", "C", "C", "C", "N", "O", "O", "O", "O", "H", "H", "H", "H", "H", "H", "H", "H", "H", "H", "H"], "positions_angstrom": [[-1.418, 1.382, 0.514], [1.445, -0.411, -0.435], [0.750, 0.901, -0.625], [0.518, -1.415, 0.256], [-0.068, 1.359, 0.487], [0.089, -2.533, -0.760], [-2.333, 1.918, 1.411], [-2.109, 0.584, -0.460], [0.616, 1.819, 1.606], [1.012, -3.462, -1.012], [-1.026, -2.682, -1.187], [1.843, -0.823, -1.424], [2.388, -0.162, 0.132], [1.443, 1.813, -0.693], [0.107, 0.814, -1.616], [1.099, -1.908, 1.112], [-0.419, -0.855, 0.778], [-3.260, 1.890, 0.905], [-2.101, 2.868, 1.701], [0.216, 1.582, 2.451], [0.641, -4.241, -1.476], [-1.392, 0.136, -0.864]], "e_homo_ev": -7.661, "homo_lumo_gap_ev": 8.28, "charge": 0}

No. 11
{"formula": "C6H11NO4S2", "method": "ωB97M-V/def2-TZVPD", "species": ["O", "S", "O", "O", "C", "C", "S", "O", "H", "H", "H", "H", "C", "C", "C", "C", "N", "H", "H", "H", "H", "H", "H", "H"], "positions_angstrom": [[-0.883, 0.468, 4.418], [-0.686, 0.760, 3.053], [-0.826, -0.232, 2.042], [-1.542, 2.027, 2.644], [-0.887, 2.584, 1.488], [0.628, 2.406, 1.759], [1.579, 1.977, 0.302], [0.724, 1.476, 2.859], [-1.153, 3.634, 1.395], [-1.232, 2.037, 0.608], [1.067, 3.336, 2.119], [0.634, 1.264, -0.324], [-0.725, -1.556, -0.870], [-0.129, -2.563, -1.843], [1.221, -2.090, -2.398], [1.099, -0.807, -3.093], [0.977, 0.209, -3.606], [-0.933, -0.609, -1.372], [-1.664, -1.922, -0.455], [-0.052, -1.360, -0.035], [-0.820, -2.739, -2.669], [0.026, -3.522, -1.347], [1.640, -2.820, -3.092], [1.937, -1.958, -1.584]], "e_homo_ev": -10.330, "homo_lumo_gap_ev": 10.86, "charge": 0}

No. 12
{"formula": "C6H11NO5P", "method": "ωB97M-V/def2-TZVPD", "species": ["C", "C", "C", "C", "C", "C", "N", "O", "O", "O", "O", "O", "P", "H", "H", "H", "H", "H", "H", "H", "H", "H", "H", "H"], "positions_angstrom": [[-0.912, 0.228, -4.583], [-1.323, -0.266, -3.445], [0.967, 1.492, 1.321], [0.032, -0.206, 2.784], [1.961, 0.369, 0.831], [1.172, -1.159, 2.372], [-0.221, 0.778, 1.755], [-0.993, -0.987, -0.480], [-1.643, -1.406, -2.984], [-3.445, -0.785, -1.269], [2.313, -0.465, 1.872], [-1.681, 0.848, -2.309], [-2.002, -0.582, -1.500], [-0.593, -0.395, -5.289], [-0.965, 1.319, -4.752], [1.354, 2.078, 2.117], [0.610, 2.056, 0.568], [-0.956, -0.799, 2.862], [0.365, 0.381, 3.798], [1.462, -0.172, -0.015], [2.916, 0.834, 0.400], [1.429, -1.745, 3.325], [0.867, -1.995, 1.686], [-0.713, 0.579, 0.936]], "e_homo_ev": -4.856, "homo_lumo_gap_ev": 8.43, "charge": -1}

ΔE to the lowest compared entry with this formula, charge and spin? In order: 34.9, 88.3, 23.0, 109.5, 19.6, 88.5, 110.0, 51.6, 76.8, 57.8, 0.0, 0.0 kcal/mol.